1.
Computed, not measured: 2 unconnected molecules or ions with the total composition C5H11ClN in a non-equilibrium geometry, with the ωB97M-V functional and the def2-TZVPD basis.

The calculation puts the HOMO-LUMO gap (alpha / beta) at 7.74 / 7.65 eV. The lowest unoccupied orbital energy (alpha / beta) comes out at -6.11 / -5.97 eV. The total charge is +1.

Atoms and positions in Å:
H (-0.3021, -1.9765, -0.1796)
H (0.8726, -0.7102, 1.1890)
H (1.9046, 2.3229, 0.0884)
C (-1.3546, -1.8610, -0.3714)
C (1.6418, 1.7121, -0.8110)
H (-1.7451, -2.0618, -1.3169)
C (1.5661, 0.0527, 0.8209)
H (2.5768, 1.5325, -1.3299)
H (1.8494, 0.7647, 1.6622)
H (-1.8128, -0.8009, 1.2278)
C (-1.2059, 0.6814, -0.0911)
N (1.1077, 0.4849, -0.4853)
H (2.3887, -0.6891, 0.4721)
H (-1.7196, -2.7076, 0.3045)
C (-1.9466, -0.6124, 0.2109)
Cl (-1.7969, 2.1704, 0.1475)
H (1.1048, 2.2670, -1.5629)
H (-3.1288, -0.5691, 0.0249)

2.
Computed, not measured: 2 unconnected molecules or ions with the total composition C8H9NO in a non-equilibrium geometry, with the ωB97M-V functional and the def2-TZVPD basis.

The calculation puts the HOMO-LUMO gap at 9.58 eV. As for the SMILES: C#C/C(=N\C=C)OC.C#C. The lowest unoccupied orbital energy comes out at 0.68 eV.

Atoms and positions in Å:
C (-1.8764, -0.2181, 1.6263)
H (2.3953, -0.6520, 2.9130)
H (-2.5672, 1.6790, 0.8934)
H (0.3698, 0.7811, -2.6627)
H (-2.6919, -0.3073, 2.4724)
N (-0.6796, 1.1134, -0.0719)
H (-1.0838, -1.0098, 1.6189)
C (1.6368, -0.2681, 2.2852)
O (1.4516, 1.1707, -0.8048)
H (1.8886, 1.6167, -2.7496)
C (-0.5948, -2.3899, -1.1631)
H (-1.5409, -2.2963, -1.5586)
C (1.2279, 0.2851, 1.3221)
C (0.5005, -2.5076, -0.7101)
H (1.4792, -2.6736, -0.2809)
C (-1.7813, 0.8791, 0.8992)
C (0.9522, 1.5192, -2.1250)
C (0.5816, 0.8617, 0.1642)
H (0.3326, 2.4166, -2.0681)

3.
Computed, not measured: a single C2N2 molecule in a non-equilibrium geometry, with the ωB97M-V functional and the def2-TZVPD basis.

The calculation puts the HOMO-LUMO gap at 12.61 eV. As for the SMILES: N#CC#N. The lowest unoccupied orbital energy comes out at -0.27 eV.

Atoms and positions in Å:
C (0.6980, 0.0432, -0.0099)
N (-1.8532, -0.0258, -0.0072)
C (-0.7071, 0.0168, 0.0159)
N (1.8622, -0.0341, 0.0012)